Computed, not measured: a 14-piece molecular cluster, C34H100N4O23 overall in a non-equilibrium geometry, with ωB97M-V/def2-TZVPD.

Each line ends with the Mulliken charge.
Atoms and positions in Å:
1 C 4.456 -6.681 -8.563  -0.76
2 O 4.410 -6.155 -7.247  -0.29
3 C 5.522 -5.278 -6.885  -0.72
4 C 5.381 -5.075 -5.321  -0.65
5 N 4.589 -3.889 -5.218  -0.32
6 C 4.136 -3.600 -3.861  -0.80
7 C 3.207 -2.368 -3.927  -0.17
8 O 1.916 -2.871 -4.288  -0.42
9 C 0.764 -2.103 -3.966  -0.07
10 H 5.297 -7.364 -8.678  0.29
11 H 4.596 -5.843 -9.247  0.31
12 H 3.539 -7.127 -8.949  0.26
13 H 5.522 -4.322 -7.409  0.37
14 H 6.478 -5.747 -7.118  0.53
15 H 6.394 -4.918 -4.951  0.34
16 H 4.938 -5.922 -4.797  0.36
17 H 3.824 -3.980 -5.872  0.28
18 H 4.960 -3.391 -3.178  0.39
19 H 3.665 -4.482 -3.428  0.28
20 H 3.565 -1.591 -4.602  0.21
21 H 3.111 -1.918 -2.939  0.30
22 H 1.006 -1.137 -3.521  0.02
23 H 0.232 -2.756 -3.275  -0.13
24 H 0.105 -1.968 -4.823  0.36
25 C -1.278 -8.723 -1.271  -0.68
26 O -1.401 -7.316 -0.893  -0.33
27 C -0.298 -6.512 -1.256  -0.83
28 C -0.605 -4.974 -1.105  -0.33
29 N -0.823 -4.425 0.175  0.14
30 C -1.313 -3.042 0.194  -0.45
31 C -1.283 -2.455 1.648  -0.35
32 O -2.377 -2.960 2.442  -0.54
33 C -2.540 -2.239 3.649  -0.35
34 H -0.595 -9.292 -0.640  0.29
35 H -0.923 -8.689 -2.302  0.31
36 H -2.226 -9.260 -1.247  0.25
37 H -0.048 -6.745 -2.291  0.49
38 H 0.567 -6.763 -0.643  0.39
39 H -1.556 -4.898 -1.633  0.34
40 H 0.249 -4.471 -1.560  0.35
41 H -1.465 -4.952 0.750  0.39
42 H -2.358 -3.048 -0.115  0.52
43 H -0.619 -2.415 -0.367  0.10
44 H -1.379 -1.374 1.551  0.18
45 H -0.389 -2.733 2.206  0.46
46 H -1.752 -2.529 4.344  0.12
47 H -3.388 -2.474 4.292  0.27
48 H -2.513 -1.151 3.586  0.08
49 C 1.499 4.997 -5.347  -0.98
50 O 0.270 5.194 -4.637  -0.14
51 C -0.890 4.651 -5.301  -0.76
52 C -2.120 5.157 -4.588  -0.91
53 N -2.338 4.443 -3.336  -0.23
54 C -3.596 4.913 -2.712  -0.81
55 C -3.583 4.466 -1.251  -0.35
56 O -2.690 5.368 -0.433  -0.33
57 C -2.753 5.076 0.933  -0.54
58 H 2.370 5.364 -4.803  0.27
59 H 1.579 5.572 -6.269  0.34
60 H 1.514 3.944 -5.628  0.38
61 H -0.965 3.571 -5.428  0.38
62 H -0.874 5.025 -6.325  0.50
63 H -2.950 5.031 -5.282  0.56
64 H -2.152 6.244 -4.510  0.48
65 H -1.581 4.802 -2.773  -0.27
66 H -4.494 4.682 -3.285  0.55
67 H -3.595 6.000 -2.634  0.35
68 H -3.288 3.433 -1.062  0.01
69 H -4.635 4.588 -0.993  0.50
70 H -2.784 3.993 1.048  -0.03
71 H -3.691 5.494 1.299  0.50
72 H -1.996 5.487 1.601  0.26
73 C -3.160 -3.351 6.728  -0.88
74 O -2.675 -1.986 6.888  -0.32
75 C -1.239 -1.963 7.088  -0.51
76 C -0.814 -0.470 7.207  -0.93
77 N -0.886 0.187 5.885  -0.36
78 C -0.604 1.587 6.151  -0.45
79 C -1.923 2.424 6.292  -0.67
80 O -2.847 1.965 5.215  -0.49
81 C -2.561 2.623 3.907  -0.62
82 H -2.601 -3.996 6.050  0.37
83 H -4.163 -3.244 6.315  0.26
84 H -3.139 -3.823 7.711  0.34
85 H -0.759 -2.407 6.217  0.17
86 H -0.948 -2.511 7.985  0.50
87 H 0.189 -0.196 7.534  0.51
88 H -1.480 0.061 7.888  0.41
89 H -1.868 0.134 5.653  0.32
90 H -0.192 1.862 5.180  0.03
91 H 0.028 1.817 7.009  0.54
92 H -1.685 3.487 6.264  0.40
93 H -2.507 2.394 7.212  0.37
94 H -3.486 2.599 3.331  0.32
95 H -1.726 2.082 3.462  0.15
96 H -2.181 3.640 4.001  0.41
97 O -1.435 -0.473 -2.314  -0.34
98 H -1.327 0.328 -2.826  0.28
99 H -1.927 -1.060 -2.888  0.27
100 O -1.132 1.791 -3.660  -0.77
101 H -1.496 2.676 -3.628  0.18
102 H -0.198 1.911 -3.487  0.29
103 O 3.777 3.661 2.618  -0.70
104 H 3.004 3.631 2.054  0.37
105 H 3.505 3.219 3.422  0.33
106 O 1.216 4.322 1.495  -0.41
107 H 0.794 5.128 1.197  0.07
108 H 0.908 4.207 2.394  0.26
109 O 1.412 1.600 -2.616  -0.12
110 H 1.864 1.627 -3.459  0.23
111 H 1.749 2.358 -2.138  0.02
112 C -6.341 -0.218 2.145  -0.57
113 C -5.014 -0.575 1.465  0.27
114 O -4.911 -0.258 0.131  -0.56
115 O -6.628 1.131 2.165  -0.53
116 H -6.440 -0.592 3.164  0.37
117 H -7.090 -0.793 1.602  0.31
118 H -4.828 -1.648 1.482  0.22
119 H -4.119 -0.228 1.980  -0.11
120 H -4.283 0.461 0.033  0.28
121 H -7.374 1.226 2.761  0.33
122 C -0.761 1.632 0.210  -0.25
123 C 0.495 0.893 0.684  0.39
124 O 0.830 -0.100 -0.278  0.38
125 O -1.812 0.709 0.025  0.22
126 H -0.671 1.984 -0.818  0.07
127 H -1.025 2.479 0.844  0.29
128 H 0.561 0.428 1.667  0.03
129 H 1.255 1.674 0.707  -0.23
130 H 0.794 0.253 -1.170  -0.39
131 H -1.554 0.140 -0.705  -0.16
132 C 4.194 0.160 0.993  -0.07
133 C 4.477 1.398 0.226  0.38
134 O 5.401 2.287 0.787  -0.61
135 O 3.465 -0.654 0.155  -0.60
136 H 3.546 0.421 1.830  -0.09
137 H 5.002 -0.339 1.529  0.39
138 H 3.519 1.876 0.019  -0.38
139 H 4.847 1.118 -0.760  0.26
140 H 4.919 2.839 1.407  0.46
141 H 2.567 -0.315 0.143  0.27
142 C 1.721 -1.364 4.111  0.95
143 C 2.705 -1.862 5.088  -1.07
144 O 2.269 -1.847 6.474  -0.50
145 O 1.452 0.020 4.285  -0.44
146 H 0.754 -1.845 4.258  -0.54
147 H 2.024 -1.549 3.080  0.39
148 H 3.551 -1.180 4.999  0.26
149 H 3.014 -2.863 4.785  0.45
150 H 1.950 -2.720 6.715  0.30
151 H 0.696 0.090 4.873  0.43
152 C 0.708 6.092 -1.470  0.46
153 C 2.008 5.234 -1.573  -0.29
154 O 1.822 3.894 -1.109  -0.32
155 O 0.242 6.358 -0.086  -0.68
156 H -0.192 5.832 -2.026  -0.40
157 H 0.888 7.086 -1.881  0.46
158 H 2.861 5.694 -1.075  0.36
159 H 2.311 5.230 -2.620  0.10
160 H 1.590 3.871 -0.178  0.02
161 H -0.439 7.032 -0.144  0.30

Results
**Net charge**: +1
**2S+1**: 2
**E_LUMO (alpha / beta)**: -0.0704 / -0.2566 Ha
**HOMO (alpha / beta)**: -10.105 / -10.105 eV
**F_max**: 3.24 eV Å⁻¹
**Gap between HOMO and LUMO (alpha / beta)**: 0.3010 / 0.1148 Eh